# 1
101
Properties=species:S:1:pos:R:3 method="wB97M-V/def2-TZVPD" homo_lumo_gap_ev="7.77 / 5.60" e_lumo_ev="-8.7 / -10.8" homo_energy_ev="-16.44 / -16.45" spin_multiplicity=5 de_lowest_kcal_mol=71.3 total_charge=+3 s2=6.05
Mn -0.274 -0.514 0.554
Se 1.019 2.510 1.317
Se 2.549 1.887 -0.299
C 2.835 0.078 0.255
C 4.161 -0.332 0.261
C 4.491 -1.569 0.781
C 3.476 -2.346 1.323
C 2.185 -1.892 1.232
N 1.833 -0.707 0.673
C -0.462 2.566 0.086
C -1.014 3.780 -0.254
C -1.952 3.807 -1.281
C -2.276 2.623 -1.917
C -1.692 1.447 -1.478
N -0.799 1.403 -0.482
H 4.925 0.347 -0.096
H 5.521 -1.903 0.798
H 3.681 -3.304 1.784
H 1.376 -2.496 1.614
H -0.699 4.685 0.249
H -2.401 4.744 -1.588
H -2.977 2.600 -2.741
H -1.956 0.504 -1.935
N -2.418 -0.640 1.139
C -3.533 0.202 0.717
C -3.806 1.378 1.388
C -4.871 2.172 0.979
C -5.666 1.778 -0.089
C -5.400 0.579 -0.740
C -4.327 -0.207 -0.341
H -2.372 -0.594 2.146
H -2.681 -1.593 0.951
H -3.208 1.670 2.249
H -5.092 3.090 1.513
H -6.504 2.391 -0.398
H -6.037 0.247 -1.552
H -4.139 -1.157 -0.835
C 0.705 3.183 5.456
Si -1.069 2.708 5.195
C -1.747 3.547 3.666
C -2.192 2.934 6.643
C -1.111 0.777 4.943
Te 0.121 -0.159 3.522
C 1.851 -0.313 4.679
Si 1.859 -1.925 5.780
C 0.225 -2.052 6.654
C 2.064 -3.325 4.570
C 3.294 -1.706 6.915
H 0.773 4.264 5.620
H 1.316 2.953 4.577
H 1.149 2.699 6.333
H -1.074 4.353 3.354
H -2.720 4.003 3.878
H -1.888 2.868 2.819
H -2.389 4.004 6.785
H -1.755 2.554 7.573
H -3.153 2.437 6.485
H -2.138 0.446 4.759
H -0.776 0.334 5.891
H 1.882 0.584 5.305
H 2.713 -0.329 4.006
H -0.635 -1.973 5.980
H 0.121 -1.300 7.443
H 0.160 -3.033 7.139
H 1.222 -3.382 3.867
H 2.102 -4.281 5.104
H 2.999 -3.226 4.009
H 3.173 -0.832 7.561
H 4.235 -1.605 6.368
H 3.375 -2.586 7.562
C 1.087 -5.017 0.153
C 0.687 -4.101 -1.012
C 1.937 -3.563 -1.739
P -0.559 -2.806 -0.566
C -1.964 -3.748 0.209
C -2.289 -5.139 -0.364
C -1.804 -3.820 1.738
C -1.221 -2.200 -2.198
C -0.244 -1.214 -2.873
C -1.647 -3.269 -3.207
H 1.837 -5.725 -0.205
H 0.256 -5.604 0.538
H 1.535 -4.463 0.984
H 0.112 -4.699 -1.719
H 2.793 -3.566 -1.069
H 1.829 -2.552 -2.129
H 2.188 -4.214 -2.577
H -2.830 -3.118 -0.026
H -1.771 -5.926 0.184
H -2.043 -5.250 -1.417
H -3.358 -5.330 -0.257
H -1.094 -4.599 2.017
H -2.756 -4.068 2.214
H -1.440 -2.883 2.170
H -2.121 -1.653 -1.888
H 0.525 -1.757 -3.422
H 0.256 -0.541 -2.179
H -0.772 -0.600 -3.607
H -0.798 -3.871 -3.538
H -2.053 -2.773 -4.091
H -2.426 -3.928 -2.827

***

# 2
8
Properties=species:S:1:pos:R:3 method="wB97M-V/def2-TZVPD" homo_lumo_gap_ev=9.55 e_lumo_ev=0.0 homo_energy_ev=-9.58 de_lowest_kcal_mol=0.3 smiles=[SiH3][SiH](I)I
Si 0.368 0.173 -0.331
Si -0.238 0.508 1.907
I 1.828 0.637 3.253
I -1.319 2.703 2.098
H -0.866 0.106 -0.961
H 1.109 1.220 -1.004
H 1.120 -0.974 -0.581
H -1.151 -0.527 2.221

***

# 3
13
Properties=species:S:1:pos:R:3 method="wB97M-V/def2-TZVPD" homo_lumo_gap_ev=8.68 e_lumo_ev=-0.4 homo_energy_ev=-9.09 de_lowest_kcal_mol=112.4 smiles="C=COC(=S)SN=C"
C -2.542 2.306 -0.223
C -2.123 1.116 -0.067
O -0.830 0.783 0.417
C -0.520 -0.486 0.048
S -1.297 -2.022 0.131
S 1.394 -0.704 -0.310
N 2.225 0.949 0.047
C 3.460 0.921 0.167
H -3.513 2.346 -0.464
H -1.843 3.126 0.118
H -2.822 0.179 -0.413
H 3.867 1.910 0.713
H 4.170 0.006 -0.296

***

# 4
25
Properties=species:S:1:pos:R:3 method="wB97M-V/def2-TZVPD" homo_lumo_gap_ev=3.51 e_lumo_ev=-4.5 homo_energy_ev=-8.05 de_lowest_kcal_mol=213.4
C -0.160 2.224 0.910
C 0.790 1.023 0.996
C 1.250 0.609 -0.394
C -0.003 0.370 -1.323
C -1.193 -0.366 -0.551
N -2.340 0.543 -0.201
H -1.164 1.690 0.572
H -0.348 2.710 1.864
H 0.146 3.020 0.144
H 0.286 0.167 1.461
H 1.540 1.357 1.753
H 1.849 1.317 -0.931
H 1.714 -0.279 -0.106
H -0.416 1.315 -1.559
H 0.269 -0.099 -2.294
H -1.632 -1.187 -1.129
H -0.720 -0.712 0.416
H -4.301 1.954 -2.471
H -2.534 0.274 0.708
H -4.458 2.479 -1.989
H 2.346 -2.092 1.818
O 1.525 -1.647 1.470
H 1.035 -2.246 0.347
H 0.691 -3.433 -0.905
O 0.722 -2.503 -0.736

***

# 5
70
Properties=species:S:1:pos:R:3 method="wB97M-V/def2-TZVPD" homo_lumo_gap_ev=4.06 e_lumo_ev=0.2 homo_energy_ev=-3.85
O 2.190 -0.431 -2.970
C 1.147 -0.167 -3.553
C 0.629 1.174 -3.928
C 0.585 2.093 -2.879
H 0.615 1.722 -1.849
C 0.469 3.443 -3.152
H 0.499 4.142 -2.327
C 0.324 3.857 -4.480
H 0.407 4.910 -4.719
C -0.044 2.915 -5.456
H -0.322 3.289 -6.454
C 0.006 1.570 -5.139
H -0.453 0.811 -5.800
H 0.426 -0.992 -3.664
C -2.581 -1.603 -1.289
C -2.632 -0.384 -0.287
H -3.113 -1.349 -2.240
H -3.033 -2.491 -0.834
H -1.566 -1.856 -1.608
C -2.996 0.850 -0.881
C -4.326 1.139 -1.445
H -2.277 1.644 -1.007
H -4.239 1.551 -2.454
H -4.835 1.894 -0.827
H -4.931 0.229 -1.460
Al -1.064 -0.463 0.857
Cl -3.408 -0.830 1.444
C -1.242 -0.012 3.596
O -0.626 -0.644 2.659
N -1.173 -0.375 4.841
C -0.422 -1.565 5.263
C -2.017 0.222 5.881
H -1.868 0.854 3.313
H 0.238 -1.899 4.463
H -1.108 -2.369 5.555
H 0.157 -1.321 6.158
H -2.447 1.158 5.507
H -1.399 0.410 6.775
H -2.824 -0.476 6.173
H 4.812 1.844 -1.360
H 4.909 1.882 0.894
C 3.754 1.571 -1.407
C 3.847 1.667 1.038
N 3.377 0.976 -0.144
H 3.580 0.844 -2.224
C 2.484 -0.026 -0.046
O 1.920 -0.364 1.014
H 3.696 1.027 1.923
H 2.302 -0.530 -1.000
H 3.150 2.472 -1.596
H 3.309 2.618 1.158
H -0.221 -5.358 1.305
H 1.994 -5.408 -0.328
C -0.673 -4.772 0.490
C 1.372 -4.792 -0.997
N 0.378 -4.046 -0.233
H -1.387 -4.055 0.902
C 0.418 -2.729 -0.244
O -0.402 -2.060 0.472
H 2.022 -4.078 -1.525
H 1.141 -2.232 -0.881
H -1.179 -5.463 -0.203
H 0.890 -5.453 -1.735
C 0.663 2.377 2.494
C 0.393 2.129 1.038
O 0.986 2.750 0.156
O -0.515 1.217 0.720
H -0.262 2.559 3.046
H 1.299 3.261 2.573
H 1.195 1.524 2.918

***

# 6
64
Properties=species:S:1:pos:R:3 method="wB97M-V/def2-TZVPD" homo_lumo_gap_ev=11.04 e_lumo_ev=0.3 homo_energy_ev=-10.71 de_lowest_kcal_mol=6.1 smiles=ClCCCl.ClCCCl.ClCCCl.ClCCCl.ClCCCl.ClCCCl.ClCCCl.ClCCCl
Cl -3.097 -2.032 -0.928
C -4.502 -1.541 0.062
C -4.170 -0.316 0.932
Cl -5.112 -0.440 2.447
H -4.804 -2.373 0.689
H -5.326 -1.290 -0.602
H -4.375 0.590 0.366
H -3.124 -0.308 1.218
Cl 2.425 0.243 3.199
C 4.179 0.387 3.144
C 4.771 0.765 4.471
Cl 4.651 2.512 4.784
H 4.483 1.115 2.388
H 4.576 -0.535 2.716
H 5.822 0.463 4.462
H 4.361 0.177 5.290
Cl 0.707 -2.413 -0.264
C 0.480 -0.698 0.245
C -0.007 0.139 -0.897
Cl 1.256 0.216 -2.168
H 1.418 -0.334 0.653
H -0.246 -0.723 1.056
H -0.172 1.182 -0.637
H -0.886 -0.295 -1.367
Cl -0.622 -2.676 5.051
C -0.441 -3.333 3.388
C -1.598 -3.008 2.478
Cl -3.192 -3.653 3.029
H -0.340 -4.411 3.489
H 0.465 -2.951 2.919
H -1.332 -3.531 1.559
H -1.809 -1.955 2.342
Cl 0.885 3.259 -5.902
C 0.591 1.673 -6.701
C 1.127 0.557 -5.823
Cl 1.025 -0.932 -6.797
H 1.092 1.695 -7.664
H -0.476 1.571 -6.879
H 0.560 0.467 -4.903
H 2.163 0.752 -5.555
Cl -1.186 0.722 3.422
C -2.074 0.396 4.914
C -2.877 1.605 5.380
Cl -1.796 2.918 5.861
H -1.400 0.135 5.726
H -2.692 -0.458 4.652
H -3.564 1.356 6.186
H -3.507 1.994 4.581
Cl 4.774 -0.254 -0.338
C 5.009 0.231 -2.035
C 5.626 -0.878 -2.839
Cl 7.323 -1.190 -2.374
H 5.565 1.169 -2.092
H 4.056 0.521 -2.485
H 5.615 -0.640 -3.900
H 5.073 -1.799 -2.671
Cl -4.746 1.232 -2.287
C -3.881 2.304 -3.416
C -2.392 1.999 -3.470
Cl -2.137 0.324 -4.020
H -4.093 3.311 -3.065
H -4.311 2.200 -4.410
H -1.909 2.073 -2.498
H -1.881 2.713 -4.114

***

# 7
17
Properties=species:S:1:pos:R:3 method="wB97M-V/def2-TZVPD" homo_lumo_gap_ev=8.45 e_lumo_ev=0.3 homo_energy_ev=-8.11 de_lowest_kcal_mol=74.4 smiles="C=CC(C=C)=CC"
C -1.398 -1.671 -1.669
C -1.233 -1.112 -0.456
C -0.178 -0.163 -0.055
C 0.111 -0.221 1.370
C 1.296 -0.100 2.004
C 0.297 0.810 -0.877
C 0.839 2.142 -0.384
H -1.099 -1.098 -2.536
H -1.609 -2.741 -1.730
H -1.368 -1.800 0.378
H -0.672 -0.250 2.119
H 1.209 -0.079 3.098
H 2.338 -0.391 1.831
H 0.141 0.688 -1.982
H 1.611 2.033 0.368
H 1.282 2.762 -1.171
H 0.021 2.721 0.004

***

# 8
13
Properties=species:S:1:pos:R:3 method="wB97M-V/def2-TZVPD" homo_lumo_gap_ev=10.57 e_lumo_ev=0.9 homo_energy_ev=-9.70 de_lowest_kcal_mol=80.0 smiles="O=C1NC[C@H]2CN12"
O 0.284 -2.063 1.554
C 0.149 -1.130 0.801
N -0.778 -1.001 -0.202
C -0.476 -0.005 -1.215
C 0.650 0.811 -0.565
C 0.309 1.299 0.781
N 0.990 0.020 0.847
H -1.431 -1.754 -0.341
H -1.366 0.605 -1.438
H -0.149 -0.465 -2.153
H 1.696 0.344 -0.387
H 0.847 2.136 1.212
H -0.724 1.203 1.106

***

Number 1: E -233960.39379 eV. Number 2: E -32022.39867 eV. Number 3: E -29432.21922 eV. Number 4: E -11037.00158 eV. Number 5: E -59288.29640 eV. Number 6: E -217472.01910 eV. Number 7: E -7417.81047 eV. Number 8: E -9270.03399 eV.